(1)
# C6H8ClN2O9P2

2 unconnected molecules or ions with the total composition C6H8ClN2O9P2 (ωB97M-V with the def2-TZVPD basis set, OMol25).

Spin multiplicity   1
HOMO-LUMO gap   0.289 Ha
Largest force on an atom   0.0144 hartree/bohr
Lowest unoccupied orbital energy   2.180 eV
E   -2162.9185 hartree
HOMO energy   -5.686 eV
Net charge   -1

Geometry (Å):
O1 0.025 4.521 -1.529
H1 -0.827 -0.139 -1.440
C1 -0.845 -0.765 0.633
H2 0.728 -2.708 -1.013
O2 1.932 3.721 -0.385
O3 3.367 -2.344 -0.520
Cl1 1.182 4.908 -0.748
C2 -2.309 -2.406 1.217
C3 -2.801 -2.519 -0.080
O4 0.755 5.597 0.446
H3 -3.577 -3.237 -0.310
C4 -1.275 -0.787 -0.697
O5 2.402 -2.413 1.906
H4 4.053 -1.675 -0.391
N1 -1.355 -1.551 1.568
H5 -1.454 1.703 -0.219
P1 1.738 0.042 0.299
O6 -0.140 2.074 2.276
C5 -0.216 1.500 1.238
H6 -2.632 -1.731 -2.073
O7 -0.602 2.057 0.060
P2 2.151 -2.090 0.500
H7 -2.701 -3.038 2.005
N2 0.208 0.103 1.088
O8 2.017 5.782 -1.543
H8 1.427 0.097 -1.087
C6 -2.275 -1.680 -1.052
O9 1.025 -3.020 -0.149



(2)
# C18H24BeN5OS

A molecular structure, C18H24BeN5OS (ωB97M-V with the def2-TZVPD basis set, OMol25).

Spin multiplicity   1
HOMO-LUMO gap   0.284 Ha
Largest force on an atom   0.0036 hartree/bohr
Lowest unoccupied orbital energy   -3.053 eV
E   -1462.2170 hartree
HOMO energy   -10.785 eV
Net charge   +1
Energy above the lowest of the compared OMol25 structures with the same formula, charge and spin   0.0 kcal/mol

Geometry (Å):
C1 3.164 -0.784 -1.125
C2 1.672 -0.817 -1.018
H1 2.160 -0.049 -3.571
H2 -1.175 -1.818 -0.817
C3 0.636 -1.115 -4.626
N1 2.252 -0.345 3.403
H3 -3.436 -1.053 -2.170
H4 1.425 -1.379 5.027
C4 -2.272 0.697 -1.782
H5 2.812 -0.214 6.730
H6 -1.372 0.188 -2.125
N2 -1.052 1.327 0.261
C5 -0.616 2.260 1.124
H7 -0.987 -2.336 -5.360
H8 -2.663 1.237 -2.644
Be1 -0.539 -0.342 0.632
H9 3.562 -1.674 -0.630
H10 0.029 1.903 1.914
C6 1.870 -0.406 4.808
C7 -1.848 3.976 0.044
N3 1.984 -0.447 1.166
C8 -3.318 -0.339 -1.352
C9 -0.826 -2.350 -3.223
C10 -2.292 3.023 -0.857
H11 -0.585 4.293 1.765
C11 -0.976 3.588 1.045
S1 -0.286 -0.614 2.657
H12 3.512 -0.790 -2.152
C12 -0.445 -1.971 -4.499
C13 1.421 -0.461 2.363
C14 0.886 -1.156 -2.237
H13 -3.569 -1.974 0.055
H14 3.235 -0.331 3.174
H15 3.569 0.069 -0.584
H16 3.850 -0.934 5.504
N4 1.105 -0.636 0.129
H17 -4.291 0.139 -1.216
H18 0.958 -0.771 -5.599
H19 1.107 0.348 5.004
C15 -1.869 1.708 -0.745
H20 -2.958 3.293 -1.665
C16 1.314 -0.715 -3.486
O1 -1.585 -1.418 0.011
H21 -3.164 -0.434 0.807
N5 -0.191 -1.949 -2.123
H22 -1.678 -3.003 -3.073
H23 3.529 0.809 5.483
C17 -2.979 -1.066 -0.062
C18 3.090 -0.171 5.678
H24 -2.171 5.004 -0.044



(3)
# C5H7NO

2 unconnected molecules or ions with the total composition C5H7NO at a distorted geometry (ωB97M-V with the def2-TZVPD basis set, OMol25).

Spin multiplicity   1
HOMO-LUMO gap   0.371 Ha
Largest force on an atom   0.0241 hartree/bohr
Lowest unoccupied orbital energy   0.727 eV
E   -324.6699 hartree
HOMO energy   -9.379 eV
Energy above the lowest of the compared OMol25 structures with the same formula, charge and spin   34.2 kcal/mol

Geometry (Å):
H1 -2.193 1.373 0.986
N1 2.035 -0.510 -0.571
C1 0.382 0.894 0.471
O1 0.506 -3.464 -0.760
C2 0.167 -2.748 0.052
C3 -2.098 0.719 0.112
H2 -2.644 -0.209 0.320
H3 3.044 -0.621 -0.672
H4 -0.469 -0.269 -1.030
C4 1.767 0.494 0.166
C5 -0.667 0.411 -0.200
H5 0.237 1.607 1.284
H6 2.547 1.113 0.631
H7 -2.598 1.198 -0.739



(4)
# C16H27N5O5PdS3

A molecular structure, C16H27N5O5PdS3 at a distorted geometry (ωB97M-V with the def2-TZVPD basis set, OMol25).

Spin multiplicity   1
HOMO-LUMO gap (spin up / spin down)   0.237 / 0.237 Ha
Largest force on an atom   0.0805 hartree/bohr
Lowest unoccupied orbital energy (spin up / spin down)   -1.020 / -1.018 eV
E   -2598.2862 hartree
HOMO energy (spin up / spin down)   -7.477 / -7.479 eV
Energy above the lowest of the compared OMol25 structures with the same formula, charge and spin   61.8 kcal/mol

Geometry (Å):
O1 -1.266 -1.239 1.077
H1 3.211 -0.688 2.724
N1 0.243 -3.354 -2.310
H2 4.159 1.965 0.359
C1 -0.351 -2.183 -2.036
O2 -1.406 1.114 1.493
Pd1 -0.301 0.297 -0.299
H3 0.022 5.595 -1.255
N2 1.618 4.229 -1.252
H4 -0.500 -4.745 -0.925
C2 0.695 1.860 3.240
S1 0.560 -0.777 -2.335
H5 -1.389 2.291 -2.444
H6 4.139 3.476 -1.551
C3 2.776 4.901 -0.713
H7 0.426 -5.417 -2.272
C4 3.456 2.801 0.373
H8 3.777 -1.957 6.784
C5 2.845 -0.838 3.730
C6 3.147 -1.558 6.001
H9 1.829 1.460 0.411
H10 -2.036 -1.262 -1.295
N3 -1.632 -2.145 -1.673
O3 -3.367 -0.287 1.881
O4 -2.556 0.133 -0.386
C7 3.916 3.901 -0.571
H11 3.057 5.696 -1.407
H12 4.806 4.393 -0.181
H13 1.414 -1.451 7.256
H14 -0.027 -0.523 5.468
H15 -1.586 3.520 -1.180
H16 3.403 3.188 1.402
C8 1.529 -0.516 4.005
H17 1.173 5.727 -2.604
H18 2.551 5.357 0.262
C9 -0.236 4.091 -2.794
C10 1.011 -0.746 5.272
H19 -1.217 -4.844 -2.554
O5 1.312 0.041 1.496
C11 0.638 5.019 -1.961
C12 3.655 -1.355 4.728
S2 0.409 0.125 2.699
H20 1.761 2.058 3.300
H21 4.681 -1.616 4.513
H22 0.207 2.461 2.480
C13 1.819 -1.262 6.271
C14 -0.298 -4.656 -1.996
H23 1.203 -3.286 -2.609
H24 -2.055 -2.989 -1.318
H25 0.386 3.578 -3.529
S3 -2.209 -0.078 1.067
H26 -1.003 4.659 -3.316
N4 2.169 2.311 -0.042
N5 0.157 2.392 -1.078
H27 0.219 2.009 4.201
C15 -0.862 3.055 -1.863
C16 1.273 2.990 -0.791



(5)
# C9H13O

2 unconnected molecules or ions with the total composition C9H13O at a distorted geometry (ωB97M-V with the def2-TZVPD basis set, OMol25).

Spin multiplicity   2
HOMO-LUMO gap (spin up / spin down)   0.352 / 0.241 Ha
Largest force on an atom   0.0195 hartree/bohr
Lowest unoccupied orbital energy (spin up / spin down)   0.677 / -2.348 eV
E   -425.8846 hartree
HOMO energy (spin up / spin down)   -8.912 / -8.912 eV
Energy above the lowest of the compared OMol25 structures with the same formula, charge and spin   19.7 kcal/mol

Geometry (Å):
C1 -1.161 1.519 -1.233
C2 -1.161 1.519 1.233
H1 -1.401 2.587 1.264
H2 2.716 -2.402 0.000
H3 -0.608 1.283 -2.142
C3 -0.004 -0.363 0.000
H4 3.656 2.762 0.000
C4 -0.339 1.135 0.000
H5 0.879 -4.130 0.000
H6 2.051 0.044 0.000
H7 -0.608 1.283 2.142
C5 -0.711 -2.677 0.000
H8 -1.401 2.587 -1.264
C6 1.665 -2.117 0.000
C7 0.637 -3.073 0.000
O1 2.664 2.829 0.000
H9 0.594 1.728 0.000
H10 -2.047 -0.954 0.000
H11 -1.524 -3.404 0.000
C8 1.324 -0.764 0.000
H12 -2.102 0.960 1.260
H13 -2.102 0.960 -1.260
C9 -1.018 -1.312 0.000



(6)
# C5H7NO

A single C5H7NO molecule (ωB97M-V with the def2-TZVPD basis set, OMol25).

Spin multiplicity   1
HOMO-LUMO gap   0.360 Ha
Largest force on an atom   0.0086 hartree/bohr
Lowest unoccupied orbital energy   0.683 eV
E   -324.6403 hartree
HOMO energy   -9.113 eV
SMILES   C=C=C/C(O)=N/C
Energy above the lowest of the compared OMol25 structures with the same formula, charge and spin   52.8 kcal/mol

Geometry (Å):
C1 -2.879 -0.184 0.531
H1 -3.256 0.016 1.529
N1 0.555 0.819 0.009
C2 0.635 -0.439 -0.059
C3 -1.728 -0.764 0.370
O1 1.778 -1.094 -0.415
H2 -3.474 0.128 -0.323
H3 2.280 1.208 -1.180
H4 -0.435 -2.383 0.233
C4 1.723 1.606 -0.322
C5 -0.545 -1.300 0.204
H5 2.407 1.644 0.534
H6 1.405 2.628 -0.545
H7 1.592 -2.036 -0.514